{
  "formula": "C5H10NS",
  "method": "ωB97M-V/def2-TZVPD",
  "fmax_ev_per_a": 4.22,
  "total_charge": 1,
  "energy_ev": -17662.253,
  "orbital_gap_ev": 8.95,
  "lumo_energy_ev": -4.83,
  "species": ["C", "C", "C", "C", "C", "N", "S", "H", "H", "H", "H", "H", "H", "H", "H", "H", "H"],
  "positions_angstrom": [[-1.60439, -0.52832, -0.51857], [-1.11379, 0.85657, -0.78192], [-0.47689, -1.39595, -0.15526], [0.19137, 1.14439, 0.08629], [2.06742, -0.22050, 1.09802], [1.03882, 0.03995, 0.12923], [2.58963, -0.08190, -0.64026], [-2.40426, -0.47946, 0.24717], [-2.11277, -0.81467, -1.42469], [-0.88190, 1.08323, -1.78329], [-1.96407, 1.43865, -0.46230], [-0.31038, -1.66983, 0.87798], [0.15034, -2.20194, -0.83004], [0.63027, 2.12076, -0.22760], [-0.10200, 1.28926, 1.15683], [2.30892, 0.63453, 1.77112], [1.99368, -1.21477, 1.45729]]
}

=====

{
  "formula": "C5H10NS",
  "method": "ωB97M-V/def2-TZVPD",
  "fmax_ev_per_a": 4.33,
  "total_charge": 1,
  "energy_ev": -17661.817,
  "orbital_gap_ev": 8.92,
  "lumo_energy_ev": -4.89,
  "species": ["C", "C", "C", "C", "C", "N", "S", "H", "H", "H", "H", "H", "H", "H", "H", "H", "H"],
  "positions_angstrom": [[0.55453, 2.40275, -0.18167], [-0.60584, 2.21320, 0.06364], [1.05317, -0.44246, 0.26147], [0.45059, -0.44689, 1.55023], [-1.04803, -1.41423, -0.94894], [0.07381, -0.39878, -0.86714], [2.56886, -0.26897, -0.17808], [1.53665, 2.66213, -0.39773], [-1.62923, 2.34032, 0.28081], [0.85461, -1.37882, 2.18113], [-0.67950, -0.59752, 1.59590], [0.75430, 0.54529, 2.05383], [-0.85046, -2.51636, -1.20498], [-1.51956, -1.41963, 0.05913], [-1.77402, -1.23668, -1.69902], [-0.36014, 0.54672, -0.80012], [0.62023, -0.59007, -1.76848]]
}

=====

{
  "formula": "C5H10NdO3",
  "method": "ωB97M-V/def2-TZVPD",
  "fmax_ev_per_a": 5.38,
  "total_charge": 1,
  "energy_ev": -26755.996,
  "multiplicity": 4,
  "orbital_gap_ev": [6.15, 6.24],
  "lumo_energy_ev": [-4.65, -4.58],
  "species": ["C", "O", "C", "O", "C", "C", "O", "C", "Nd", "H", "H", "H", "H", "H", "H", "H", "H", "H", "H"],
  "positions_angstrom": [[2.70339, 0.83915, 0.16304], [1.80913, 1.88900, -0.03908], [2.07885, -0.50999, -0.20599], [0.79319, -0.53931, 0.39737], [-0.30115, -1.46097, -0.01393], [-1.60857, -0.96720, 0.45824], [-1.72438, 0.44537, -0.01969], [-3.03382, 0.85941, -0.32903], [0.01549, 1.56803, 0.33213], [3.03370, 0.78778, 1.22154], [3.62097, 0.95551, -0.44514], [2.68532, -1.36014, 0.14518], [1.94719, -0.57646, -1.29940], [-0.07453, -2.44332, 0.42428], [-0.22134, -1.50581, -1.11235], [-1.59852, -0.88759, 1.56264], [-2.98492, 1.59720, -1.14160], [-3.63081, -0.00592, -0.65039], [-3.50920, 1.31525, 0.55218]]
}

=====

{
  "formula": "C5H10O",
  "method": "ωB97M-V/def2-TZVPD",
  "fmax_ev_per_a": 3.79,
  "energy_ev": -7392.793,
  "orbital_gap_ev": 9.96,
  "lumo_energy_ev": 0.96,
  "smiles": "CC[C@@H]1C[C@H]1O",
  "species": ["C", "C", "C", "C", "C", "H", "H", "H", "H", "H", "H", "H", "H", "H", "H", "O"],
  "positions_angstrom": [[-1.77560, -0.82046, -0.05224], [-1.13853, 0.60387, 0.12367], [0.22560, 0.57378, 0.62073], [1.38815, 1.17327, -0.19801], [1.20235, -0.26616, -0.30952], [-1.05033, -1.46639, -0.67021], [-2.64864, -0.86103, -0.71788], [-1.98041, -1.44980, 0.86020], [-1.81250, 1.29018, 0.79357], [-1.16160, 1.18286, -0.87319], [0.42138, 0.46499, 1.72499], [1.35553, 1.71474, -1.11780], [2.28487, 1.48776, 0.36067], [0.65764, -0.65334, -1.20242], [1.82712, -1.92453, 0.45989], [2.20498, -1.04973, 0.19757]]
}

=====

{
  "formula": "C5H10O",
  "method": "ωB97M-V/def2-TZVPD",
  "fmax_ev_per_a": 0.61,
  "energy_ev": -7391.333,
  "orbital_gap_ev": 9.95,
  "lumo_energy_ev": 1.01,
  "smiles": "CC1=CC1.CO",
  "species": ["C", "O", "C", "C", "C", "C", "H", "H", "H", "H", "H", "H", "H", "H", "H", "H"],
  "positions_angstrom": [[2.20165, -0.08709, 0.07753], [1.22554, -0.77348, 0.82535], [-0.92363, 0.10375, -0.16607], [-0.63100, 1.54468, -0.07968], [-1.12783, -0.96621, -0.87035], [-1.74715, -0.94505, 0.49850], [3.16058, -0.61089, 0.14195], [1.93020, 0.02294, -0.98464], [2.32663, 0.91872, 0.49739], [-1.57665, 2.04696, -0.31240], [-0.32589, 1.84942, 0.92437], [0.11461, 1.87064, -0.81034], [-1.18397, -1.37673, -1.86218], [0.71530, -1.31861, 0.21020], [-1.34673, -1.55691, 1.31203], [-2.81167, -0.72213, 0.59834]]
}

=====

{
  "formula": "C5H10O",
  "method": "ωB97M-V/def2-TZVPD",
  "fmax_ev_per_a": 1.06,
  "energy_ev": -7391.194,
  "orbital_gap_ev": [7.80, 8.45],
  "lumo_energy_ev": [0.84, 1.06],
  "species": ["C", "C", "O", "C", "C", "C", "H", "H", "H", "H", "H", "H", "H", "H", "H", "H"],
  "positions_angstrom": [[2.37094, -0.14668, -0.18184], [1.46589, 1.01037, -0.04759], [0.24693, 0.94725, -0.45896], [-0.40346, -0.07760, -1.01749], [-1.75237, -0.30376, 1.03516], [-1.81310, -0.06271, -0.48999], [3.30208, 0.03873, 0.35800], [2.58960, -0.31921, -1.24816], [1.91443, -1.07943, 0.19635], [-0.87939, 0.21708, 1.43415], [1.77669, 2.00961, 0.22885], [0.12993, -1.03083, -0.95604], [-1.60818, -1.36769, 1.25488], [-2.63665, 0.05565, 1.57044], [-2.43577, -0.80809, -0.99914], [-2.26757, 0.91730, -0.67863]]
}

=====

{
  "formula": "C5H10O",
  "method": "ωB97M-V/def2-TZVPD",
  "fmax_ev_per_a": 0.82,
  "energy_ev": -7393.456,
  "orbital_gap_ev": 10.58,
  "lumo_energy_ev": 1.03,
  "smiles": "CC1(C)CCO1",
  "species": ["C", "C", "C", "C", "C", "O", "H", "H", "H", "H", "H", "H", "H", "H", "H", "H"],
  "positions_angstrom": [[-1.09269, -1.18345, -0.03284], [-0.28848, 0.11798, 0.03916], [-1.07794, 1.40619, 0.16884], [1.01092, -0.01526, 0.84931], [1.66777, -0.20106, -0.51204], [0.54174, 0.33613, -1.19789], [-1.92274, -1.08259, -0.73858], [-1.51710, -1.50410, 0.93302], [-0.43439, -1.99160, -0.37101], [-0.53129, 2.01339, -0.55145], [-1.03011, 1.89901, 1.14498], [-2.11794, 1.30904, -0.15714], [1.11540, -0.86701, 1.52426], [1.26297, 0.91942, 1.36010], [1.73791, -1.26397, -0.76297], [2.63245, 0.28619, -0.69126]]
}

=====

{
  "formula": "C5H10O",
  "method": "ωB97M-V/def2-TZVPD",
  "fmax_ev_per_a": 4.07,
  "energy_ev": -7393.170,
  "orbital_gap_ev": 11.36,
  "lumo_energy_ev": 0.99,
  "smiles": "OC1CCCC1",
  "species": ["O", "C", "C", "C", "C", "C", "H", "H", "H", "H", "H", "H", "H", "H", "H", "H"],
  "positions_angstrom": [[0.82237, -1.00148, 1.29793], [0.38458, -0.97981, -0.24266], [1.11591, 0.26498, -0.61540], [0.37226, 1.23247, 0.31297], [-1.10842, 0.81113, 0.16133], [-1.09865, -0.69418, -0.18667], [0.89397, -1.91270, 0.99840], [0.61020, -1.85704, -0.91637], [2.18083, 0.14295, -0.38816], [0.99611, 0.51824, -1.67162], [0.55982, 2.27659, 0.07668], [0.69892, 1.04990, 1.34184], [-1.69135, 1.01413, 1.06108], [-1.55376, 1.36596, -0.66715], [-1.57233, -1.32688, 0.57360], [-1.61044, -0.90426, -1.13580]]
}

=====

{
  "formula": "C5H10O",
  "method": "ωB97M-V/def2-TZVPD",
  "fmax_ev_per_a": 0.45,
  "energy_ev": -7392.186,
  "orbital_gap_ev": 9.22,
  "lumo_energy_ev": 0.82,
  "species": ["C", "C", "C", "C", "C", "O", "H", "H", "H", "H", "H", "H", "H", "H", "H", "H"],
  "positions_angstrom": [[0.20873, -1.12685, -1.15753], [0.68219, 0.24184, -0.66476], [-0.42562, 1.14000, -0.04197], [-1.43041, 0.41423, 0.85243], [1.75790, 0.24978, 0.39820], [1.56599, -0.80708, 1.17221], [-0.21258, -1.73027, -0.34896], [1.05273, -1.68508, -1.57877], [-0.54855, -1.02243, -1.94298], [1.09199, 0.80531, -1.51215], [-0.95817, 1.65696, -0.84860], [-0.93306, -0.16631, 1.63781], [-2.09568, 1.13755, 1.33709], [-2.05836, -0.27395, 0.27594], [0.08187, 1.92174, 0.53866], [2.22102, -0.75545, 1.88336]]
}

=====

{
  "formula": "C5H10O",
  "method": "ωB97M-V/def2-TZVPD",
  "fmax_ev_per_a": 3.16,
  "energy_ev": -7390.185,
  "orbital_gap_ev": 10.15,
  "lumo_energy_ev": 1.06,
  "species": ["C", "O", "C", "C", "C", "C", "H", "H", "H", "H", "H", "H", "H", "H", "H", "H"],
  "positions_angstrom": [[0.02714, 0.15735, -2.66835], [-0.35603, -0.41461, -1.48657], [0.02362, 0.29649, -0.39389], [-0.54670, -0.27450, 0.87593], [-0.03128, 0.24671, 2.18907], [0.26992, -1.16581, 1.79957], [-0.01388, 1.53281, -2.25321], [1.07386, 0.06880, -2.96502], [-0.62372, -0.20405, -3.48202], [1.09343, 0.53616, -0.33849], [-0.37483, 1.71014, -1.05377], [-1.60843, -0.50477, 0.81476], [-0.75249, 0.42985, 2.97946], [0.78451, 0.96614, 2.15584], [1.28674, -1.41276, 1.50510], [-0.25184, -1.96794, 2.32159]]
}